No. 1
A 2-piece molecular cluster, C10H12N2 overall at a distorted geometry, computed with the ωB97M-V functional and the def2-TZVPD basis.

Output
- total charge = 0
- 2S+1 = 1

```
24
C10H12N2 | OMol25 | the ωB97M-V functional and the def2-TZVPD basis
C 2.0197 3.0717 0.0203
C 2.7837 2.1543 -0.1253
C 3.5969 1.0329 -0.3140
C 4.2384 0.0205 -0.3883
C 5.0381 -1.1235 -0.5218
C 5.6893 -2.1310 -0.5711
C 0.6845 -0.6368 0.9204
C -0.6594 -0.1279 1.4556
C -2.5646 -0.1906 0.1719
C -4.4597 0.0912 -1.3704
H 1.3558 3.8829 0.1999
H 6.3237 -2.9877 -0.6375
H 1.5094 -0.1315 1.4368
H 0.7774 -1.7218 1.1175
H 0.7495 -0.4934 -0.1720
H -0.7372 0.9577 1.1843
H -0.7056 -0.1845 2.5442
H -2.4777 0.8919 -0.0137
H -3.7241 -1.6984 -0.5131
H -5.4717 -0.3208 -1.4150
H -4.4929 1.1456 -1.0432
H -4.0399 0.0791 -2.3962
N -1.7630 -0.8857 0.8728
N -3.6706 -0.6943 -0.4423
```

For reference, the natural (NBO) charges in units of e are:
1 C -0.144
2 C -0.095
3 C -0.012
4 C -0.006
5 C -0.080
6 C -0.142
7 C -0.612
8 C -0.223
9 C 0.281
10 C -0.406
11 H 0.240
12 H 0.241
13 H 0.206
14 H 0.210
15 H 0.204
16 H 0.150
17 H 0.188
18 H 0.131
19 H 0.395
20 H 0.207
21 H 0.202
22 H 0.180
23 N -0.502
24 N -0.611

No. 2
One molecule with the formula C6H14N2O2 at a distorted geometry, computed with the ωB97M-V functional and the def2-TZVPD basis.

Output
- total charge = 0
- 2S+1 = 1

```
24
C6H14N2O2 | OMol25 | the ωB97M-V functional and the def2-TZVPD basis
C 0.7688 -1.9035 0.4510
C 2.1059 -1.2594 0.8639
C -0.3157 -0.9191 0.8247
C -0.3740 0.6184 0.3659
C -0.9830 0.9194 -0.9493
C -0.9084 2.3974 -1.2752
H 1.2792 -3.9283 0.5216
H 0.7155 -3.1149 1.8828
H 0.7517 -1.9541 -0.6263
H -0.1576 -0.7610 1.9305
H -1.3068 -1.2346 0.6736
H -1.2044 0.9455 0.9911
H 0.3254 1.2801 0.7093
H -0.7129 0.3641 -1.9002
H -2.0800 0.6653 -0.7761
H 0.0206 2.9277 -1.2761
H -1.2947 2.8317 -0.2236
H -2.3765 3.3560 -2.1906
H -1.4248 2.4124 -3.2773
H 3.1574 -0.8005 2.4559
N 0.5093 -3.3170 0.9476
N -1.8048 2.5391 -2.3553
O 2.7484 -0.5553 0.0975
O 2.5616 -1.5096 2.1344
```

For reference, the natural (NBO) charges in units of e are:
1 C -0.169
2 C 0.776
3 C -0.390
4 C -0.392
5 C -0.398
6 C -0.208
7 H 0.363
8 H 0.353
9 H 0.215
10 H 0.192
11 H 0.224
12 H 0.197
13 H 0.204
14 H 0.197
15 H 0.201
16 H 0.183
17 H 0.160
18 H 0.371
19 H 0.373
20 H 0.506
21 N -0.791
22 N -0.866
23 O -0.584
24 O -0.717

| no. | electronic energy (a.u.) | frontier orbital gap (eV) | HOMO level (eV) |
| --- | --- | --- | --- |
| 1 | -497.54022 | 8.8 | -8.43 |
| 2 | -496.94315 | 9.7 | -9.06 |